1.
{"formula": "C5H9OP", "method": "the ωB97M-V functional and the def2-TZVPD basis", "gap_ev": 7.648, "homo_energy_ev": -7.94, "species": ["C", "C", "C", "C", "C", "O", "P", "H", "H", "H", "H", "H", "H", "H", "H", "H"], "positions_angstrom": [[1.06987, -1.28691, 0.37283], [0.93961, 0.21225, 0.55128], [0.66052, -1.38180, -1.08641], [-0.47492, 0.58765, 0.17009], [-1.37116, 1.60208, 0.65465], [-2.15242, 0.00185, -1.72555], [-1.08465, -0.55601, -0.88704], [2.08702, -1.69098, 0.44402], [0.35358, -1.70142, 0.99579], [1.18750, 0.50328, 1.57847], [1.69999, 0.79177, 0.07721], [1.18322, -0.56690, -1.65880], [0.72165, -2.20429, -1.83825], [-2.44122, 1.41376, 0.35893], [-1.15727, 2.56574, 0.26194], [-1.22132, 1.70994, 1.73082]], "forces_ev_per_a": [[1.696, 0.825, -2.679], [-0.708, 0.896, 2.971], [-1.124, 0.710, -3.009], [1.178, -2.379, -0.737], [-1.242, 0.650, 1.028], [-1.413, -0.958, -1.705], [2.170, 1.061, 1.043], [-0.245, 0.220, 0.528], [-0.997, -1.429, 1.341], [-0.427, -0.217, 0.435], [0.480, 0.245, -1.423], [-0.162, -0.581, 0.525], [-0.223, -0.176, 1.516], [1.125, -0.008, 0.543], [0.418, 1.096, -0.588], [-0.525, 0.045, 0.210]], "mulliken_charge": [-0.737, -0.804, -0.517, 0.615, -1.224, -0.714, 0.412, 0.300, 0.414, 0.348, 0.367, 0.229, 0.361, 0.343, 0.282, 0.324]}


2.
{"formula": "C12H9N5O2S", "method": "the ωB97M-V functional and the def2-TZVPD basis", "gap_ev": 8.292, "homo_energy_ev": -8.62, "smiles": "O=C(O)CSc1ccc2nnc(-c3cccnc3)n2n1", "species": ["O", "C", "O", "C", "S", "C", "C", "C", "C", "N", "N", "C", "C", "C", "C", "C", "N", "C", "N", "N", "H", "H", "H", "H", "H", "H", "H", "H", "H"], "positions_angstrom": [[-2.98562, 3.59202, 2.30481], [-2.38951, 2.56186, 2.42828], [-2.32225, 1.87385, 3.57085], [-1.61753, 1.86287, 1.33649], [-1.76334, 2.82983, -0.19620], [-0.79576, 1.83771, -1.25925], [-0.65439, 2.26980, -2.61229], [0.09131, 1.52519, -3.47054], [0.68914, 0.35395, -2.96471], [1.45395, -0.56730, -3.51265], [1.74236, -1.45984, -2.58623], [1.17233, -1.12842, -1.44073], [1.28728, -1.89248, -0.22110], [0.66379, -1.52394, 0.97028], [0.83619, -2.32424, 2.08611], [1.62281, -3.46076, 1.97185], [2.21880, -3.81978, 0.84527], [2.05817, -3.06242, -0.21829], [0.47909, 0.03466, -1.62618], [-0.24982, 0.75592, -0.77492], [-2.81871, 2.32472, 4.27293], [-2.01966, 0.86286, 1.17016], [-0.56484, 1.78317, 1.61053], [-1.14722, 3.17951, -2.91187], [0.24332, 1.78699, -4.50409], [0.05990, -0.63145, 1.01474], [0.36849, -2.06964, 3.02490], [1.78663, -4.11689, 2.81642], [2.55510, -3.37776, -1.12454]], "forces_ev_per_a": [[-0.133, 0.238, -0.050], [-0.012, 0.093, -0.151], [0.158, -0.451, 0.387], [0.011, 0.170, -0.393], [-0.160, 0.123, 0.277], [0.261, -0.590, 0.368], [0.226, -0.155, -0.406], [-0.272, 0.268, 0.319], [0.058, -0.321, 0.479], [-0.229, 0.837, -0.996], [0.188, -0.665, 0.768], [-0.099, 0.269, -0.245], [-0.044, -0.230, 0.621], [0.078, -0.096, -0.054], [0.092, -0.116, -0.050], [-0.212, 0.177, 0.298], [0.276, -0.426, 0.013], [-0.145, 0.364, -0.292], [0.488, -0.132, -1.295], [-0.476, 0.439, 0.626], [0.014, 0.125, -0.290], [0.084, 0.007, 0.118], [-0.082, -0.097, 0.071], [-0.028, 0.106, -0.132], [-0.002, 0.058, -0.112], [0.005, -0.015, 0.019], [-0.022, -0.004, 0.079], [-0.040, 0.003, 0.120], [0.019, 0.019, -0.098]], "mulliken_charge": [-0.529, 0.293, -0.431, -0.211, -0.239, 0.547, -0.480, -0.648, 0.456, -0.827, -0.325, 0.418, 0.325, -0.033, -0.508, -0.348, -0.636, -0.299, 0.376, -0.820, 0.367, 0.377, 0.372, 0.386, 0.450, 0.714, 0.409, 0.362, 0.483]}


3.
{"formula": "C3H14NO3S", "method": "the ωB97M-V functional and the def2-TZVPD basis", "gap_ev": 6.299, "homo_energy_ev": -2.74, "charge": -1, "species": ["C", "C", "C", "S", "N", "H", "H", "H", "H", "H", "H", "H", "H", "H", "H", "O", "H", "H", "O", "H", "H", "O"], "positions_angstrom": [[0.89484, 1.38007, -0.75085], [-0.57179, 1.37682, -0.61504], [-1.30404, 0.35109, -1.55705], [-2.31770, -0.79768, -0.77444], [-0.91923, 1.05998, 0.84369], [1.29979, 1.44384, -1.74086], [1.23598, 0.39704, -0.34697], [1.41658, 2.17076, -0.07068], [-1.01427, 2.37344, -0.83428], [-1.88411, 0.94374, -2.30409], [-0.74730, -0.37713, -2.25706], [-1.80778, 1.52071, 1.13015], [-0.70744, 0.07855, 0.94264], [0.63233, -1.58945, -0.24559], [0.10664, -2.93797, -0.72748], [0.87944, -2.35764, -0.71727], [3.49551, -2.86656, 0.36800], [2.57247, -2.87049, -0.89495], [3.48830, -3.08937, -0.53754], [-1.01989, 1.28037, 3.13503], [-2.31348, 1.16186, 3.95560], [-1.41484, 1.34800, 3.99905]], "forces_ev_per_a": [[2.191, 0.183, 2.217], [-2.140, -0.058, 1.210], [0.815, 0.274, -2.825], [-1.918, -2.057, 1.298], [1.500, 2.897, -1.128], [-0.065, 0.175, -0.726], [0.098, 0.553, -0.271], [-0.973, -1.222, -1.190], [0.343, -0.494, 0.210], [0.233, -0.090, 0.462], [0.590, 1.784, 1.036], [0.856, -1.830, -0.555], [-1.487, -0.127, 0.497], [-0.864, 1.231, 0.633], [-0.153, 0.509, 0.013], [0.629, -1.688, -0.881], [-0.314, 0.444, 1.436], [1.243, -0.192, 1.079], [-0.682, -0.312, -2.399], [0.074, -0.094, -0.883], [-2.306, -0.600, -0.505], [2.332, 0.714, 1.272]], "mulliken_charge": [-1.058, 0.034, -0.678, -0.678, -0.554, 0.339, 0.107, 0.264, 0.369, 0.286, 0.173, 0.224, 0.255, 0.277, 0.311, -0.683, 0.266, 0.429, -0.670, 0.384, 0.298, -0.695]}


4.
{"formula": "C4H13NOP", "method": "the ωB97M-V functional and the def2-TZVPD basis", "gap_ev": [9.911, 5.739], "homo_energy_ev": [-13.47, -10.79], "charge": 1, "species": ["C", "C", "C", "C", "N", "O", "P", "H", "H", "H", "H", "H", "H", "H", "H", "H", "H", "H", "H", "H"], "positions_angstrom": [[-1.74774, 0.21980, -1.49110], [-1.35781, -1.07745, 0.46979], [-0.51476, 1.31043, 0.43202], [0.56156, -0.55956, -0.81707], [-0.74636, -0.04674, -0.35354], [4.20916, -0.39457, 1.27398], [4.03149, 0.38527, -0.10782], [-1.58841, -0.56747, -2.19661], [-2.81024, 0.10973, -1.21503], [-1.58831, 1.10551, -2.07848], [-2.33671, -0.80646, 0.79084], [-1.48096, -2.04748, -0.01001], [-0.68687, -1.12575, 1.27677], [-0.80153, 2.08380, -0.19383], [-1.19174, 1.30767, 1.43003], [0.53189, 1.42801, 0.54951], [0.45027, -0.82649, -1.92123], [0.87720, -1.31773, -0.06927], [3.90450, 0.14506, 2.03051], [4.54241, -0.80764, -0.69351]], "forces_ev_per_a": [[0.079, -0.872, -0.343], [-0.317, -0.579, 0.470], [-2.137, -2.379, 2.393], [-0.789, -1.308, -1.270], [-1.163, 2.619, -1.172], [-0.502, 0.300, 2.391], [-0.105, -0.338, -1.345], [0.115, -0.756, -0.398], [0.711, 0.427, 0.572], [0.363, 0.713, 0.416], [-0.623, 0.599, 0.378], [0.499, 0.184, -0.411], [0.444, -0.707, 1.484], [-0.908, 1.373, -1.198], [1.896, -0.033, -2.377], [0.907, -0.244, 0.764], [0.904, 0.311, 1.702], [0.406, 0.660, -0.955], [0.360, -0.448, -0.257], [-0.140, 0.477, -0.846]], "mulliken_charge": [-1.038, -1.358, -0.717, -0.476, 0.217, -0.398, 0.137, 0.429, 0.349, 0.410, 0.448, 0.388, 0.613, 0.348, 0.295, 0.318, 0.204, 0.411, 0.349, 0.070]}


5.
{"formula": "C33H66N9OP2", "method": "the ωB97M-V functional and the def2-TZVPD basis", "gap_ev": 5.128, "homo_energy_ev": -3.43, "charge": -1, "species": ["C", "C", "O", "P", "C", "C", "C", "N", "P", "N", "H", "H", "H", "H", "H", "H", "H", "H", "H", "H", "H", "H", "H", "H", "H", "H", "H", "C", "C", "C", "C", "N", "H", "H", "H", "H", "H", "H", "H", "C", "C", "C", "C", "N", "H", "H", "H", "H", "H", "H", "H", "C", "C", "C", "C", "N", "H", "H", "H", "H", "H", "H", "H", "C", "C", "C", "C", "N", "H", "H", "H", "H", "H", "H", "H", "C", "C", "C", "C", "N", "H", "H", "H", "H", "H", "H", "H", "C", "C", "C", "C", "N", "H", "H", "H", "H", "H", "H", "H", "C", "C", "C", "C", "N", "H", "H", "H", "H", "H", "H", "H"], "positions_angstrom": [[-5.23287, 4.33706, -1.48934], [-3.85050, 4.67593, -0.88510], [-2.86228, 5.02529, -1.81356], [-2.07816, 3.70906, -2.70341], [-0.37553, 4.24929, -1.96269], [0.53791, 3.13863, -1.51995], [0.72554, 1.88269, -2.31066], [1.25329, 3.20728, -0.45491], [-1.81319, 5.16496, -4.44904], [-0.46071, 5.01831, -5.30625], [-5.46808, 3.29710, -1.26704], [-6.00476, 4.99723, -1.09786], [-5.19758, 4.39278, -2.57394], [-3.99731, 5.56574, -0.26149], [-3.52346, 3.88665, -0.20047], [-3.35059, 3.32115, -3.29889], [-1.43043, 2.71344, -3.53210], [-2.22615, 2.75876, -1.60997], [-0.60493, 4.83058, -1.06935], [0.18834, 4.90597, -2.63055], [1.34167, 1.18456, -1.75349], [1.16392, 2.06523, -3.29027], [-0.24375, 1.41802, -2.49265], [1.09595, 4.09803, 0.01910], [-2.97486, 5.00086, -5.26770], [-1.94796, 6.47815, -3.92318], [0.04650, 5.89555, -5.28662], [3.39062, 0.73681, -4.98252], [4.57893, 0.04410, -4.32895], [4.24262, -1.36886, -3.83855], [3.18688, -1.34596, -2.82273], [2.36344, -1.29451, -2.02420], [2.57366, 0.86977, -4.27610], [3.67285, 1.72515, -5.34324], [3.01601, 0.16149, -5.83279], [4.93606, 0.64272, -3.48921], [5.39973, -0.02585, -5.04683], [5.12258, -1.83795, -3.39638], [3.90901, -1.99409, -4.66890], [4.52716, -0.97703, 1.28391], [4.46428, 0.42004, 1.88363], [3.76328, 1.42830, 0.96599], [4.47695, 1.54847, -0.30747], [5.07328, 1.64320, -1.28529], [5.10680, -0.99220, 0.35868], [5.00140, -1.66591, 1.97924], [3.52486, -1.35064, 1.06187], [5.47857, 0.76290, 2.10531], [3.92914, 0.37738, 2.83333], [3.71894, 2.41203, 1.43105], [2.73868, 1.12095, 0.75622], [4.71366, -5.37672, 3.76183], [3.84509, -4.97531, 4.94873], [3.18822, -3.60460, 4.76278], [4.20843, -2.56528, 4.60940], [5.02467, -1.76878, 4.47359], [5.54438, -4.68348, 3.62359], [5.13794, -6.37040, 3.91428], [4.13060, -5.39280, 2.83907], [4.45396, -4.96993, 5.85541], [3.05815, -5.71539, 5.09426], [2.56638, -3.35732, 5.62303], [2.55171, -3.59810, 3.88187], [-9.43373, 2.64635, -1.07708], [-9.58181, 3.05662, -2.53738], [-9.03367, 1.99664, -3.49919], [-7.61168, 1.75193, -3.25133], [-6.50547, 1.54988, -3.01954], [-8.37962, 2.53420, -0.81352], [-9.85864, 3.40469, -0.42016], [-9.94098, 1.70936, -0.87972], [-9.06236, 4.00233, -2.70421], [-10.63571, 3.22562, -2.76911], [-9.15742, 2.31554, -4.53454], [-9.56749, 1.05327, -3.37194], [8.58851, 0.11334, 2.27610], [8.53799, 0.76915, 3.64983], [9.09358, 2.19785, 3.65010], [10.50181, 2.22262, 3.24599], [11.60457, 2.22467, 2.92518], [9.61273, 0.00856, 1.91458], [8.15274, -0.88485, 2.31910], [8.02489, 0.69587, 1.54457], [9.09687, 0.16328, 4.36564], [7.50363, 0.79684, 3.99667], [9.01992, 2.63667, 4.64545], [8.52696, 2.82800, 2.96291], [-9.61435, -2.48856, 2.41652], [-8.43216, -1.69951, 1.86550], [-8.48757, -0.21118, 2.22586], [-9.69008, 0.42165, 1.68054], [-10.63510, 0.90222, 1.23901], [-10.55785, -2.13416, 1.99929], [-9.51970, -3.54477, 2.16432], [-9.67023, -2.40549, 3.50379], [-8.39619, -1.80688, 0.78033], [-7.50265, -2.11476, 2.25754], [-7.61771, 0.31078, 1.82575], [-8.49042, -0.07781, 3.30869], [-0.37704, -7.10656, 0.27188], [1.14629, -7.14961, 0.28649], [1.72559, -7.29362, 1.69910], [1.33821, -6.16379, 2.54522], [1.04112, -5.27332, 3.20667], [-0.75570, -6.24207, 0.81822], [-0.74653, -7.03446, -0.75031], [-0.80039, -8.00727, 0.72136], [1.53963, -6.24255, -0.17505], [1.49330, -7.99100, -0.31560], [2.81495, -7.33437, 1.66476], [1.37002, -8.21186, 2.16921]], "forces_ev_per_a": [[0.528, -0.550, 0.097], [-0.396, 0.889, 0.039], [-0.123, -0.366, -0.089], [0.164, -0.446, -0.045], [0.019, -0.133, 0.252], [0.672, 0.156, 0.350], [-0.461, -0.252, -0.106], [-0.082, -0.001, 0.090], [0.913, -0.035, -0.123], [-0.305, 0.124, 0.152], [-0.304, 0.006, 0.018], [-0.141, -0.010, -0.005], [-0.003, 0.216, -0.061], [0.150, 0.013, 0.115], [0.102, -0.214, -0.132], [-0.081, 0.119, 0.143], [0.022, 0.159, -0.087], [-0.137, 0.042, 0.075], [-0.033, 0.115, 0.013], [-0.052, -0.120, -0.300], [0.151, 0.033, 0.036], [-0.052, 0.244, -0.056], [-0.017, -0.051, -0.062], [-0.162, 0.027, -0.061], [-0.144, 0.158, 0.210], [-0.337, 0.008, -0.184], [0.117, -0.030, -0.146], [0.055, -0.045, -0.034], [-0.023, 0.217, -0.073], [0.056, 0.159, 0.040], [0.011, 0.012, 0.008], [0.033, -0.140, 0.046], [-0.013, -0.036, 0.010], [-0.016, 0.009, -0.001], [-0.021, 0.009, -0.009], [-0.013, -0.078, -0.014], [0.029, -0.108, 0.031], [-0.003, -0.047, 0.005], [-0.031, -0.031, 0.009], [0.025, -0.100, -0.038], [0.049, -0.141, -0.027], [0.155, -0.236, 0.049], [-0.105, 0.214, -0.068], [0.033, -0.089, 0.116], [-0.077, 0.070, -0.053], [0.014, -0.013, 0.026], [0.013, 0.015, -0.067], [-0.019, 0.054, 0.030], [-0.008, 0.078, 0.006], [-0.074, 0.059, -0.098], [-0.037, 0.117, -0.089], [0.007, -0.059, 0.048], [0.098, -0.147, -0.088], [0.286, 0.019, 0.129], [-0.063, 0.126, 0.026], [0.038, -0.037, 0.139], [-0.026, 0.035, -0.019], [-0.011, -0.003, -0.013], [-0.003, 0.036, -0.016], [-0.037, 0.041, 0.028], [-0.068, 0.057, 0.013], [-0.037, 0.045, -0.022], [-0.054, 0.004, -0.038], [0.133, 0.225, -0.213], [-0.003, 0.072, 0.190], [0.034, 0.228, 0.044], [0.043, -0.158, -0.043], [-0.079, -0.070, -0.034], [-0.007, -0.017, -0.015], [-0.038, -0.044, 0.032], [-0.077, -0.078, 0.003], [0.017, -0.024, -0.089], [0.008, -0.036, -0.057], [0.020, -0.043, -0.028], [-0.010, -0.015, -0.003], [-0.022, -0.048, 0.008], [-0.059, -0.143, -0.109], [0.031, -0.168, 0.041], [0.032, 0.102, -0.038], [-0.039, -0.020, 0.041], [0.013, 0.075, 0.011], [-0.053, 0.017, -0.013], [0.009, -0.021, -0.032], [0.001, 0.046, 0.043], [0.016, 0.054, 0.048], [-0.006, 0.056, -0.007], [0.010, 0.021, -0.016], [0.022, -0.010, -0.033], [-0.101, -0.166, 0.043], [0.014, -0.088, -0.144], [-0.041, 0.098, 0.051], [-0.033, -0.164, 0.198], [0.001, 0.042, 0.021], [0.005, -0.006, 0.021], [-0.012, 0.000, 0.003], [0.048, 0.052, -0.009], [0.043, 0.076, -0.013], [0.000, 0.045, 0.022], [-0.002, 0.022, 0.014], [0.022, 0.002, -0.007], [-0.164, 0.000, -0.108], [-0.064, 0.108, -0.192], [0.060, -0.026, 0.141], [-0.088, -0.122, -0.086], [0.014, -0.007, 0.030], [-0.005, -0.010, -0.001], [-0.009, 0.001, 0.005], [0.057, -0.006, 0.027], [0.073, -0.007, 0.046], [0.017, -0.008, 0.054], [-0.005, -0.005, 0.027]], "mulliken_charge": [-0.878, -0.594, -0.437, -0.171, -1.371, 0.596, -0.543, -0.479, 0.112, -0.762, 0.255, 0.383, 0.281, 0.305, 0.329, -0.023, 0.118, 0.084, 0.354, 0.425, 0.106, 0.146, 0.269, 0.219, 0.019, 0.009, 0.211, -0.760, -0.186, -0.428, 0.264, -0.486, -0.060, 0.354, 0.330, 0.148, 0.312, 0.265, 0.336, -1.085, -0.097, -0.300, 0.244, -0.643, 0.369, 0.196, 0.363, -0.112, 0.312, 0.402, 0.239, -1.052, -0.512, -0.270, 0.184, -0.447, 0.387, 0.318, 0.167, 0.377, 0.311, 0.383, 0.181, -1.039, -0.501, -0.456, 0.260, -0.398, 0.273, 0.348, 0.311, 0.319, 0.321, 0.289, 0.275, -1.158, -0.312, -0.489, 0.242, -0.442, 0.462, 0.266, 0.282, 0.325, 0.241, 0.331, 0.271, -1.113, -0.427, -0.357, 0.285, -0.512, 0.339, 0.326, 0.293, 0.301, 0.306, 0.277, 0.300, -1.147, -0.441, -0.363, 0.225, -0.472, 0.347, 0.342, 0.295, 0.305, 0.317, 0.252, 0.331]}


6.
{"formula": "C2H4FNO", "method": "the ωB97M-V functional and the def2-TZVPD basis", "gap_ev": 11.066, "homo_energy_ev": -10.26, "smiles": "CNC(=O)F", "species": ["C", "N", "C", "O", "F", "H", "H", "H", "H"], "positions_angstrom": [[0.21222, 0.24675, 0.24751], [-1.03826, -0.50967, 0.20505], [-2.30660, 0.17774, -0.12407], [-2.62791, 1.29929, -0.32817], [-3.31506, -0.81532, 0.12155], [0.46641, 0.31984, 1.32608], [0.89356, -0.39976, -0.31277], [0.14830, 1.34635, -0.21424], [-1.13878, -1.43360, 0.54364]], "forces_ev_per_a": [[-0.355, 0.873, 0.024], [-4.099, 4.193, -2.190], [1.312, -2.891, 2.695], [0.964, -0.986, -0.409], [1.324, 1.231, -0.716], [0.456, 0.229, -0.783], [0.566, 0.719, 0.227], [-0.180, -2.740, 0.924], [0.011, -0.628, 0.227]], "mulliken_charge": [-0.637, -0.171, 0.527, -0.437, -0.273, 0.256, 0.261, 0.245, 0.228]}